161
Properties=species:S:1:pos:R:3:lowdin_charge:R:1 method="wB97M-V/def2-TZVPD" lumo_energy_ev=-0.09 charge=0 smiles="CN(C)P(=O)(N(C)C)N(C)C.CN(C)P(=O)(N(C)C)N(C)C.CN(C)P(=O)(N(C)C)N(C)C.CN(C)P(=O)(N(C)C)N(C)C.C[N+](=O)[O-].C[N+](=O)[O-].C[N+](=O)[O-].ClCCCl.ClCCCl.ClCCCl" e_homo_ha=-0.30195 orbital_gap_ev=8.13 e_tot_ha=-7013.3808
C 12.16314 20.15152 -9.92618 -0.1118
N 11.56769 20.31689 -8.64045 -0.3002
C 11.40558 21.66857 -8.14317 -0.0948
P 11.55595 19.02315 -7.60864 0.4805
O 12.89816 18.53620 -7.23846 -0.2683
N 10.69745 19.45781 -6.27562 -0.3063
C 11.35450 19.64347 -4.98608 -0.1008
C 9.25116 19.52746 -6.28261 -0.1077
N 10.68753 17.88621 -8.42671 -0.3006
C 11.01542 16.47552 -8.20755 -0.0842
C 9.56663 18.19793 -9.25519 -0.1308
H 13.24987 20.26449 -9.95080 0.0768
H 11.67247 20.79389 -10.66861 0.0914
H 11.95351 19.14221 -10.29495 0.0732
H 12.33534 22.08255 -7.71715 0.0817
H 10.59362 21.76289 -7.43170 0.0689
H 11.21210 22.32076 -9.00362 0.0838
H 10.69980 19.38596 -4.15424 0.0795
H 12.26013 19.04184 -4.90641 0.0707
H 11.68555 20.68617 -4.83500 0.0824
H 8.82075 18.52714 -6.27817 0.0876
H 8.94456 20.14495 -5.44335 0.0846
H 8.90604 20.06789 -7.16769 0.0631
H 11.11281 16.27919 -7.13761 0.0803
H 10.23225 15.83327 -8.60810 0.0759
H 11.94517 16.19747 -8.71275 0.0820
H 9.07091 19.10825 -8.92891 0.0588
H 8.85769 17.36882 -9.27058 0.0842
H 9.81930 18.37248 -10.30961 0.0758
C 12.39935 16.07322 -13.35359 -0.1142
N 13.60984 16.65829 -13.84798 -0.2996
C 13.72576 16.75436 -15.31311 -0.0959
P 14.87160 16.94293 -12.81879 0.4635
O 14.44084 17.11526 -11.41767 -0.2748
N 15.96821 15.72319 -12.99064 -0.2883
C 16.73569 15.48422 -14.19752 -0.1275
C 15.83203 14.59409 -12.06718 -0.1020
N 15.63778 18.19848 -13.52763 -0.2884
C 17.02112 18.48645 -13.13616 -0.1177
C 14.81286 19.37883 -13.75662 -0.0964
H 11.56455 16.67943 -13.71129 0.0825
H 12.39145 16.18177 -12.27225 0.0663
H 12.33776 15.02089 -13.63739 0.0843
H 13.70831 15.74465 -15.75718 0.0811
H 14.64259 17.27020 -15.57609 0.0589
H 12.84436 17.27822 -15.70542 0.0848
H 17.81050 15.40406 -13.99143 0.0454
H 16.41996 14.56771 -14.70541 0.0739
H 16.62425 16.35684 -14.84626 0.0523
H 16.61935 13.86251 -12.22972 0.0544
H 15.89947 14.99328 -11.05554 0.0717
H 14.85330 14.13444 -12.23968 0.0745
H 17.56525 17.55242 -13.21992 0.0078
H 17.44854 19.23529 -13.79726 0.0314
H 17.16402 18.87471 -12.11000 0.0957
H 14.31656 19.34444 -14.73613 0.0707
H 15.37073 20.29787 -13.63212 0.0662
H 13.95625 19.38510 -13.06728 0.0774
C 18.84112 25.27662 -14.74359 -0.1363
N 19.78901 25.01051 -13.71549 -0.3144
C 21.11865 25.34541 -14.07403 -0.1302
P 19.57156 23.89234 -12.51826 0.4733
O 20.45919 24.10896 -11.36796 -0.2656
N 17.96397 23.97376 -12.21202 -0.3071
C 17.23806 22.79174 -11.79014 -0.1077
C 17.40607 25.22515 -11.69342 -0.0921
N 19.86666 22.39746 -13.18408 -0.2852
C 21.21829 21.94795 -13.09110 -0.1149
C 19.06231 21.83345 -14.24947 -0.0973
H 18.78405 26.35480 -14.92483 0.0885
H 17.84750 24.90832 -14.49193 0.0750
H 19.10994 24.78426 -15.69469 0.0671
H 21.49713 24.56252 -14.75933 0.0837
H 21.80102 25.30371 -13.22611 0.0830
H 21.21059 26.30843 -14.57056 0.0849
H 16.46451 22.50602 -12.52698 0.0750
H 17.87661 21.90995 -11.76384 0.0745
H 16.76411 22.99061 -10.83101 0.0594
H 18.02338 26.07190 -11.97340 0.0790
H 16.37978 25.31408 -12.05553 0.0852
H 17.38182 25.17519 -10.59646 0.0889
H 21.46310 21.59671 -12.08659 0.0901
H 21.33348 21.04677 -13.69814 0.0683
H 21.94285 22.69319 -13.41598 0.0720
H 19.67715 21.14182 -14.83751 0.0626
H 18.78326 22.56181 -15.02399 0.0642
H 18.21228 21.25042 -13.89284 0.0542
C 15.21899 23.30961 -21.41117 -0.0926
N 15.68748 23.45560 -20.03860 -0.3062
C 15.45450 24.70330 -19.39285 -0.1532
P 16.18830 22.11008 -19.23498 0.4415
O 15.82870 20.87735 -19.90718 -0.2529
N 17.81596 22.28037 -19.09439 -0.3111
C 18.48941 23.55055 -18.97513 -0.1000
C 18.65365 21.09908 -18.94918 -0.1090
N 15.56229 22.34919 -17.71840 -0.2888
C 16.23267 21.70111 -16.62649 -0.1277
C 14.08311 22.33785 -17.62862 -0.0840
H 14.82490 24.26773 -21.75208 0.0778
H 14.36127 22.62510 -21.49269 0.0809
H 15.98398 22.92731 -22.08815 0.0829
H 16.05073 24.82672 -18.49748 0.0717
H 14.38101 24.84237 -19.16303 0.0751
H 15.64966 25.55925 -20.05515 0.0865
H 19.52545 23.40810 -19.30141 0.0841
H 18.07197 24.26989 -19.67578 0.0735
H 18.52619 23.94172 -17.95022 0.0685
H 19.48108 21.18649 -19.64419 0.0869
H 18.83487 20.96740 -17.88229 0.0398
H 18.03589 20.25647 -19.26823 0.0713
H 15.87628 22.11563 -15.68432 0.0805
H 16.11507 20.60704 -16.63052 0.0711
H 17.30683 21.88452 -16.69556 0.0488
H 13.64928 23.25537 -18.05636 0.0609
H 13.75649 22.38738 -16.59079 0.0796
H 13.64852 21.50650 -18.19882 0.0861
C 16.63465 14.47904 -18.03666 0.0636
N 17.56615 15.53690 -18.54617 -0.4524
O 18.73095 15.36746 -18.36366 0.0598
O 17.07992 16.47959 -19.15313 0.0545
H 15.76701 15.01127 -17.67174 0.0865
H 17.17069 13.94531 -17.26461 0.0834
H 16.39903 13.88015 -18.90772 0.1015
C 19.18458 10.59190 -14.21533 0.0628
N 18.83330 11.97497 -14.65020 -0.4494
O 18.00712 12.58048 -14.00965 0.0398
O 19.51970 12.46377 -15.50082 0.0874
H 19.33586 10.03403 -15.13245 0.1013
H 18.35305 10.21660 -13.64511 0.0672
H 20.08442 10.66483 -13.62067 0.1019
C 15.67386 10.59774 -11.93610 0.0658
N 14.35500 10.65744 -12.64486 -0.4511
O 13.97741 11.75409 -13.02216 0.0529
O 13.79694 9.61927 -12.86179 0.0783
H 15.52282 9.95040 -11.08062 0.1015
H 15.91970 11.61922 -11.70058 0.0742
H 16.35461 10.13425 -12.63553 0.0787
Cl 16.44625 21.80445 -7.93692 0.5188
C 15.39996 20.37635 -7.55349 -0.6324
C 15.71877 19.35139 -8.58519 -0.6931
Cl 17.33928 18.64804 -8.29655 0.5439
H 14.38034 20.73157 -7.54303 0.0358
H 15.65052 20.03650 -6.55645 0.0695
H 15.63034 19.70918 -9.60451 0.0524
H 15.03098 18.51294 -8.48873 0.0515
Cl 20.33225 13.28015 -11.05149 0.5386
C 18.99077 13.94661 -10.08226 -0.6485
C 18.65842 15.32787 -10.53180 -0.6886
Cl 20.01820 16.45277 -10.32798 0.5480
H 19.31820 13.88546 -9.05249 0.0687
H 18.10258 13.32840 -10.20603 0.0638
H 17.86484 15.74832 -9.91756 0.0621
H 18.34497 15.28347 -11.57044 0.0421
Cl 18.27057 18.52410 -16.47494 0.6223
C 19.91635 17.88681 -16.67176 -0.6330
C 20.76695 18.10624 -15.43922 -0.6031
Cl 20.07651 17.11670 -14.11069 0.5948
H 20.39521 18.46779 -17.47049 0.0815
H 19.89620 16.85526 -16.99463 0.0458
H 20.80813 19.15150 -15.14680 0.0404
H 21.78831 17.76672 -15.59183 0.0765